[1]
Entry from the Open Molecules 2025 dataset: 2 unconnected molecules or ions with the total composition C28H29BNO2 at a distorted geometry (ωB97M-V/def2-TZVPD).

Calculated values
Kohn-Sham gap ... 4.34 eV
LUMO ... -0.1890 Eh
Electronic energy ... -35758.9365 eV
Net charge ... +1

Cartesian coordinates (Å):
O  4.02  -4.95  2.59
O  1.24  4.56  2.05
N  -1.41  2.08  -3.62
C  -5.44  -1.37  0.12
C  -1.52  3.38  -4.05
C  -3.05  -2.81  0.10
C  1.02  3.26  1.69
C  3.79  -2.66  1.78
C  -0.42  4.21  -4.11
C  0.91  2.45  -3.12
C  0.26  1.54  0.18
C  1.55  -1.91  1.22
C  1.49  0.94  2.16
C  1.89  -4.20  1.97
C  0.81  3.76  -3.60
C  0.80  0.52  1.00
C  0.34  2.88  0.52
C  -0.20  1.60  -3.19
C  -4.25  -3.46  0.41
C  1.08  -3.22  1.46
C  -3.03  -1.43  -0.06
C  -5.45  -2.73  0.45
C  5.45  -4.81  2.58
C  -4.23  -0.71  -0.16
C  3.27  -3.92  2.14
C  0.71  5.59  1.21
C  1.60  2.26  2.51
C  -0.48  -1.44  0.09
C  2.93  -1.67  1.33
C  -1.71  -0.70  -0.16
C  0.61  -0.91  0.74
B  -2.61  1.26  -3.59
H  -1.47  -0.61  -1.20
H  -2.45  0.16  -4.02
H  -3.46  1.73  -2.91
H  -4.23  -4.54  0.61
H  1.82  2.05  -2.65
H  5.81  -4.63  1.56
H  -0.54  5.22  -4.52
H  -0.19  0.55  -2.89
H  -2.53  3.71  -4.33
H  1.09  5.51  0.17
H  -6.38  -0.82  0.10
H  1.70  4.41  -3.58
H  -2.10  -3.36  0.04
H  -4.21  0.34  -0.44
H  3.33  -0.70  1.05
H  -0.25  1.30  -0.75
H  5.80  -5.76  2.97
H  -0.39  5.59  1.21
H  1.90  0.17  2.81
H  -6.39  -3.25  0.68
H  -1.76  0.27  0.32
H  5.76  -3.97  3.23
H  2.12  2.54  3.44
H  0.03  -3.46  1.27
H  -0.31  -2.37  -0.47
H  -0.12  3.64  -0.11
H  4.86  -2.45  1.89
H  1.08  6.52  1.65
H  1.51  -5.18  2.25

=====

[2]
Entry from the Open Molecules 2025 dataset: a molecular structure, C28H29BrCrN8O3S3 (ωB97M-V/def2-TZVPD).

Calculated values
Kohn-Sham gap (alpha / beta) ... 8.38 / 8.35 eV
LUMO (alpha / beta) ... -0.0732 / -0.0766 Eh
Electronic energy ... -178537.1114 eV
Net charge ... +1
2S+1 ... 4

Cartesian coordinates (Å):
Br  1.02  1.20  1.49
Cr  0.18  -0.87  0.12
S  3.23  -3.32  2.65
S  -0.97  3.28  -1.36
S  3.64  -0.49  -3.04
O  -0.13  2.05  -1.46
O  0.77  -4.32  -1.02
O  -1.34  -0.41  -1.14
N  -2.50  1.81  1.26
N  1.86  -0.68  -1.21
N  -3.79  1.69  1.86
N  1.04  0.25  -3.20
N  -0.98  -4.14  -2.47
N  0.57  -3.18  2.87
N  -0.46  -2.40  -1.01
N  1.64  -2.00  1.12
C  3.90  -2.50  1.29
C  -1.96  -3.38  -3.01
C  3.03  -1.24  -0.71
C  -1.37  -1.60  -1.60
C  0.08  0.67  3.07
C  -4.97  2.37  -3.33
C  4.09  -1.22  -1.55
C  -3.68  3.49  -1.63
C  -1.71  -0.58  4.07
C  -2.21  -1.87  1.65
C  -3.04  -2.12  2.77
C  -0.70  -5.49  -2.94
C  -0.92  -0.32  2.92
C  -2.77  -1.51  3.96
C  -3.80  1.80  -3.84
C  -1.14  -1.01  1.69
C  -4.91  3.21  -2.23
C  1.65  -2.78  2.19
C  -0.32  4.42  -2.58
C  -2.53  2.93  -2.16
C  -2.21  -2.11  -2.63
C  -1.43  0.10  5.28
C  0.34  1.33  4.23
C  -0.14  -3.65  -1.45
C  2.03  -0.27  -2.45
C  -0.43  1.01  5.37
C  -2.58  2.08  -3.26
C  2.93  -1.88  0.60
H  -2.05  -0.12  6.15
H  -3.86  1.15  -4.70
H  -0.31  3.94  -3.56
H  -3.38  -1.70  4.84
H  0.68  4.69  -2.27
H  0.67  -3.76  3.68
H  -2.44  -2.42  0.74
H  -2.53  -3.86  -3.79
H  0.36  0.81  -2.67
H  -5.81  3.65  -1.83
H  5.07  -1.63  -1.40
H  1.11  2.09  4.28
H  -1.47  -5.78  -3.66
H  -1.68  1.62  -3.63
H  -2.43  1.24  0.42
H  -2.32  2.78  1.06
H  -3.86  -2.81  2.69
H  -4.52  1.56  1.16
H  -3.63  4.12  -0.76
H  -0.96  5.31  -2.61
H  -0.70  -6.19  -2.11
H  -0.34  -2.85  2.61
H  -0.23  1.53  6.30
H  -2.98  -1.51  -3.08
H  0.28  -5.53  -3.42
H  1.31  0.65  -4.09
H  4.95  -2.55  1.07
H  -5.92  2.16  -3.79
H  -3.78  0.87  2.46

=====

[3]
Entry from the Open Molecules 2025 dataset: a molecular structure, C28H29LuNOP2 at a distorted geometry (ωB97M-V/def2-TZVPD).

Calculated values
Kohn-Sham gap ... 5.55 eV
LUMO ... -0.0941 Eh
Electronic energy ... -85234.6595 eV
Net charge ... +1

Cartesian coordinates (Å):
Lu  -0.04  0.27  -0.13
P  -2.60  0.90  -0.42
P  -0.27  -3.27  -0.79
O  2.61  1.74  -0.62
N  0.31  0.19  -2.09
C  -0.45  -1.89  0.28
C  1.13  2.22  -3.10
C  -4.02  -0.21  -0.24
C  2.43  -2.68  -3.05
C  -0.05  -2.67  -2.48
C  3.66  -0.62  -3.39
C  -1.94  -0.40  3.33
C  3.09  1.96  -1.71
C  1.13  -4.25  -0.29
C  -1.32  -0.93  5.61
C  0.95  3.57  -3.42
C  -0.27  -1.74  5.14
C  -0.68  -1.39  1.43
C  -1.76  -4.25  -0.72
C  -3.25  2.51  0.13
C  -0.32  4.12  -3.36
C  -1.27  2.00  -2.67
C  2.53  1.62  -3.00
C  -1.42  3.34  -3.01
C  3.62  -2.02  -3.36
C  1.27  -1.97  -2.74
C  1.36  -0.56  -2.68
C  -0.90  -1.21  2.84
C  0.05  1.46  -2.66
C  -0.06  -1.88  3.77
C  -2.47  1.15  -2.27
C  -2.14  -0.26  4.70
C  2.50  0.10  -3.09
H  3.13  2.01  -3.84
H  -2.96  0.38  5.06
H  -3.88  -0.81  0.67
H  -2.41  -4.03  -1.57
H  -3.41  1.64  -2.57
H  -4.95  0.37  -0.15
H  -2.43  3.78  -3.00
H  -0.91  -2.01  -2.70
H  0.90  -5.31  -0.43
H  -2.82  3.33  -0.44
H  -0.47  5.18  -3.61
H  -4.35  2.52  0.04
H  -2.58  0.13  2.61
H  -2.43  0.15  -2.73
H  1.83  4.16  -3.69
H  1.32  -4.05  0.77
H  -0.13  -3.58  -3.11
H  0.38  -2.26  5.84
H  -1.48  -0.82  6.69
H  4.57  -0.08  -3.65
H  0.75  -2.50  3.39
H  4.00  2.41  -2.13
H  4.52  -2.59  -3.59
H  -4.09  -0.90  -1.10
H  -2.28  -4.01  0.21
H  -2.97  2.63  1.19
H  -1.49  -5.32  -0.73
H  2.40  -3.77  -3.07
H  2.02  -3.98  -0.87

=====

[4]
Entry from the Open Molecules 2025 dataset: a molecular structure, C28H29N9O6OsS3 (ωB97M-V/def2-TZVPD).

Calculated values
Kohn-Sham gap (alpha / beta) ... 5.17 / 3.57 eV
LUMO (alpha / beta) ... -0.0906 / -0.1495 Eh
Electronic energy ... -90170.2605 eV
Net charge ... 0
2S+1 ... 5

Cartesian coordinates (Å):
Os  -0.48  -0.04  0.15
S  0.37  2.93  -8.24
S  -1.83  -8.07  4.56
S  2.09  0.43  -0.01
O  0.50  3.55  -6.93
O  -1.00  -8.09  5.75
O  -0.58  3.55  -9.13
O  -2.77  -6.97  4.49
O  -2.36  -9.35  4.13
O  1.63  2.51  -8.83
N  -0.56  1.07  -6.56
N  -0.64  0.43  -8.83
N  2.09  1.63  -2.39
N  -0.70  -0.25  -1.96
N  -0.59  -6.41  2.83
N  0.28  -8.62  2.90
N  -0.23  -2.08  0.54
N  -0.80  1.17  1.39
N  2.58  -0.63  -2.42
C  -1.05  -1.44  -4.00
C  -0.39  1.31  -7.85
C  -2.09  2.45  3.00
C  2.19  1.77  -3.74
C  -1.27  -1.12  -7.12
C  0.84  -2.79  0.13
C  -0.99  -0.14  -6.20
C  2.73  -0.55  -3.76
C  -1.01  -0.26  -4.73
C  -0.92  -3.95  1.87
C  2.27  0.45  -1.73
C  3.17  -1.78  -4.46
C  0.19  -4.69  1.44
C  2.51  0.65  -4.45
C  1.97  3.12  -4.33
C  -1.09  -2.67  1.41
C  -0.76  0.90  -2.66
C  0.34  -6.07  1.94
C  1.21  -8.25  2.03
C  1.30  -6.97  1.51
C  -0.69  2.01  2.55
C  -1.09  -0.76  -8.46
C  0.17  3.23  2.23
C  -0.59  -7.67  3.28
C  -0.88  -1.40  -2.63
C  -0.89  0.94  -4.02
C  1.07  -4.08  0.55
C  -0.03  1.17  3.65
H  -0.83  -2.31  -2.05
H  1.52  -2.30  -0.56
H  -0.66  1.81  -2.09
H  1.02  3.55  -4.00
H  -1.94  -2.08  1.73
H  0.14  1.79  4.53
H  -0.87  1.87  -4.57
H  2.08  -6.70  0.81
H  0.93  0.78  3.30
H  -1.62  -4.40  2.56
H  -1.14  -2.41  -4.49
H  -1.62  -2.10  -6.85
H  2.57  -2.63  -4.15
H  1.94  3.07  -5.42
H  -2.01  3.00  3.94
H  1.94  -4.60  0.18
H  -0.66  0.33  3.93
H  3.12  -1.67  -5.54
H  2.77  3.80  -4.03
H  0.32  3.81  3.13
H  2.60  0.69  -5.53
H  -2.54  3.10  2.25
H  1.88  2.44  -1.82
H  -2.74  1.59  3.15
H  1.91  -9.03  1.72
H  -1.28  -1.47  -9.25
H  1.14  2.92  1.84
H  -0.33  3.86  1.49
H  4.21  -2.00  -4.18

=====

[5]
Entry from the Open Molecules 2025 dataset: C28H30Cl2N2O2S in the gas phase at a distorted geometry (ωB97M-V/def2-TZVPD).

Calculated values
Kohn-Sham gap ... 7.68 eV
LUMO ... 0.0109 Eh
Electronic energy ... -72475.5600 eV
Net charge ... 0

Cartesian coordinates (Å):
Cl  -8.00  -0.62  5.14
Cl  -1.89  1.03  1.79
S  -2.95  -1.51  1.32
O  -3.54  -2.24  0.22
O  -2.06  -2.15  2.26
N  0.74  5.03  -1.91
N  3.26  -4.23  0.03
C  2.31  -2.06  0.52
C  -6.64  -0.68  4.08
C  -0.85  -0.37  -0.92
C  0.77  7.34  -1.39
C  -0.45  0.96  -1.42
C  -1.38  2.02  -1.45
C  2.39  -3.23  -0.30
C  -5.33  -0.67  4.59
C  2.03  6.99  -2.25
C  1.28  2.64  -2.07
C  4.53  -6.21  -0.05
C  -0.99  3.36  -1.60
C  -2.12  -0.13  0.42
C  2.05  5.46  -2.33
C  -4.23  -0.88  3.74
C  3.55  -5.33  -0.84
C  1.49  -3.37  -1.38
C  -5.71  -1.03  1.84
C  0.45  -2.46  -1.56
C  3.79  -4.35  1.36
C  0.31  -1.31  -0.74
C  -0.15  6.10  -1.42
C  -6.82  -0.80  2.69
C  1.34  -1.08  0.26
C  0.89  1.33  -1.80
C  -4.41  -1.05  2.36
C  4.52  -5.69  1.38
C  0.36  3.71  -1.91
H  1.61  -4.24  -2.03
H  -1.71  -0.85  -1.59
H  -1.06  6.25  -2.03
H  2.61  -5.87  -1.07
H  4.28  -7.26  -0.14
H  3.04  -1.90  1.33
H  -3.24  -0.90  4.16
H  -5.90  -1.17  0.78
H  -7.83  -0.72  2.29
H  -2.43  1.82  -1.31
H  2.96  -4.31  2.09
H  -0.33  -2.66  -2.33
H  1.19  -0.20  0.92
H  -5.19  -0.49  5.64
H  0.24  8.22  -1.77
H  5.53  -5.54  1.75
H  -1.71  4.18  -1.51
H  5.52  -6.07  -0.51
H  -3.04  0.36  -0.11
H  1.64  0.57  -1.89
H  2.95  7.34  -1.77
H  3.94  -5.01  -1.82
H  4.01  -6.37  2.05
H  2.78  5.08  -1.59
H  2.34  5.06  -3.33
H  -0.55  5.89  -0.41
H  4.44  -3.50  1.62
H  1.11  7.51  -0.35
H  1.95  7.39  -3.27
H  2.28  2.86  -2.47

=====

[6]
Entry from the Open Molecules 2025 dataset: a molecular structure, C28H30MnN7OS2Te (ωB97M-V/def2-TZVPD).

Calculated values
Kohn-Sham gap (alpha / beta) ... 5.91 / 5.96 eV
LUMO (alpha / beta) ... -0.2670 / -0.2669 Eh
Electronic energy ... -102269.4570 eV
Net charge ... +2
2S+1 ... 5

Cartesian coordinates (Å):
Te  -0.53  3.95  1.29
Mn  -0.89  0.72  0.33
S  -1.04  -2.44  -1.05
S  -0.52  0.65  2.65
O  -0.86  -1.29  -0.07
N  -0.67  1.29  -1.61
N  1.83  0.91  1.40
N  1.92  0.64  3.66
N  -6.52  -1.15  1.18
N  -6.13  3.45  1.14
N  -2.71  0.93  0.47
N  1.08  1.01  0.26
C  2.07  -1.56  -0.81
C  4.32  -1.49  -1.68
C  -1.33  1.46  -3.88
C  1.58  -1.90  -2.07
C  2.48  -2.04  -3.13
C  0.89  -3.59  1.97
C  3.06  1.45  -1.15
C  0.99  1.44  -3.31
C  -0.32  -3.31  4.03
C  -5.74  2.37  1.06
C  -5.18  1.05  0.93
C  -5.95  -0.16  1.07
C  3.84  -1.83  -2.94
C  -1.62  1.34  -2.53
C  1.61  1.24  -0.88
C  3.43  -1.36  -0.62
C  -0.30  -3.89  -0.21
C  -2.43  3.90  2.26
C  1.18  0.74  2.57
C  -0.90  5.78  0.28
C  -1.52  -3.39  3.34
C  -0.01  1.51  -4.28
C  0.89  -3.41  3.35
C  0.62  1.33  -1.99
C  -3.87  0.96  0.68
C  0.11  -2.12  -2.38
C  -1.52  -3.58  1.97
C  -0.31  -3.68  1.27
H  -2.42  4.61  3.09
H  1.83  -3.37  3.89
H  -2.46  -3.67  1.43
H  -0.84  6.58  1.00
H  2.83  0.95  1.34
H  2.12  -2.32  -4.11
H  -0.32  -1.23  -2.86
H  -0.96  -4.71  -0.52
H  0.25  1.60  -5.33
H  2.92  0.75  3.66
H  -0.03  -2.95  -3.08
H  -1.89  5.74  -0.17
H  -2.46  -3.33  3.87
H  3.81  -1.14  0.38
H  3.43  0.63  -1.77
H  -3.19  4.17  1.54
H  1.46  0.52  4.55
H  0.70  -4.06  -0.61
H  -0.32  -3.18  5.11
H  5.39  -1.36  -1.52
H  3.68  1.51  -0.26
H  -2.64  1.30  -2.17
H  2.04  1.47  -3.59
H  1.40  -1.48  0.04
H  -2.14  1.52  -4.60
H  3.19  2.39  -1.70
H  1.83  -3.69  1.43
H  4.52  -1.96  -3.77
H  -0.14  5.91  -0.49
H  -2.60  2.90  2.64

=====

[7]
Entry from the Open Molecules 2025 dataset: 2 unconnected molecules or ions with the total composition C28H30N4O4 at a distorted geometry (ωB97M-V/def2-TZVPD).

Calculated values
Kohn-Sham gap ... 3.68 eV
LUMO ... -0.0855 Eh
Electronic energy ... -43665.9990 eV
Net charge ... 0

Cartesian coordinates (Å):
O  -5.57  6.35  -0.31
O  -4.07  6.86  1.22
O  -1.92  2.40  -4.15
O  0.19  1.76  -4.21
N  -0.76  -0.89  5.41
N  -0.74  2.46  -3.69
N  3.44  -3.98  -3.19
N  -4.40  6.32  0.14
C  -0.68  -0.94  4.05
C  1.83  -2.18  -3.08
C  -1.51  0.12  6.12
C  -2.06  1.16  3.90
C  -3.78  4.87  -1.74
C  2.94  -2.96  -1.04
C  -1.67  1.42  5.34
C  -2.84  4.13  -2.42
C  -0.98  0.15  1.89
C  3.99  -5.18  -2.59
C  -1.47  4.09  -2.00
C  -2.06  5.65  -0.19
C  -3.41  5.63  -0.61
C  -1.23  0.11  3.25
C  2.77  -3.05  -2.45
C  0.99  -1.40  -2.31
C  2.13  -2.13  -0.30
C  -0.21  -0.83  1.22
C  -0.04  -2.02  3.37
C  0.10  -0.66  -0.15
C  0.18  -1.97  2.01
C  3.10  -2.58  -5.18
C  1.77  -2.15  -4.57
C  1.05  -1.39  -0.89
C  3.50  -3.94  -4.63
C  -1.12  4.91  -0.88
C  -0.48  3.29  -2.63
C  -0.22  -1.91  6.27
H  -0.07  4.92  -0.57
H  1.50  -1.14  -4.90
H  -0.71  1.96  5.37
H  3.67  -6.06  -3.17
H  3.02  -2.65  -6.27
H  4.52  -4.20  -4.94
H  5.09  -5.16  -2.58
H  -1.97  2.09  3.33
H  2.32  -2.04  0.77
H  -1.37  0.99  1.31
H  2.83  -4.72  -5.03
H  -4.82  4.88  -2.05
H  -3.13  3.54  -3.28
H  -1.00  -2.58  6.67
H  0.98  -2.83  -4.93
H  -0.99  0.31  7.06
H  -1.80  6.26  0.67
H  0.65  -2.83  1.54
H  -2.42  2.03  5.84
H  0.27  -1.43  7.12
H  3.87  -1.84  -4.94
H  -0.46  0.10  -0.69
H  0.52  -2.52  5.75
H  -2.52  -0.27  6.38
H  0.25  -0.76  -2.81
H  -3.13  0.88  3.87
H  3.71  -3.56  -0.56
H  0.56  3.32  -2.31
H  0.29  -2.90  3.93
H  3.63  -5.29  -1.57